[1]
{"formula": "C3H6Ca3F16N8O35S16", "method": "wB97M-V/def2-TZVPD", "total_charge": -2, "energy_ev": -358944.001, "spin_multiplicity": 1, "orbital_gap_ev": 4.031, "elements": ["Ca", "Ca", "Ca", "N", "S", "O", "O", "F", "S", "O", "O", "F", "N", "S", "O", "O", "F", "S", "O", "O", "F", "N", "S", "O", "O", "F", "S", "O", "O", "F", "N", "S", "O", "O", "F", "S", "O", "O", "F", "N", "S", "O", "O", "F", "S", "O", "O", "F", "N", "S", "O", "O", "F", "S", "O", "O", "F", "N", "S", "O", "O", "F", "S", "O", "O", "F", "N", "S", "O", "O", "F", "S", "O", "O", "F", "C", "O", "C", "O", "O", "C", "H", "H", "H", "H", "H", "H"], "coordinates": [[0.910834, -0.628452, 3.195927], [-0.444310, -2.567682, -2.357121], [4.114284, 4.147256, 1.011307], [-1.189287, -0.696898, 3.626789], [-2.266957, -2.006258, 4.028353], [-3.010358, -2.573497, 2.916310], [-2.935825, -2.031253, 5.349395], [-1.020341, -3.039580, 4.174278], [-2.261162, 0.359662, 3.464313], [-2.793970, 0.882269, 4.728603], [-3.075688, 0.136604, 2.247274], [-1.189406, 1.532139, 3.135490], [-4.210551, 1.447536, -2.551691], [-4.178717, 1.796425, -4.249604], [-4.178381, 0.599075, -5.129701], [-3.623702, 3.022694, -4.820540], [-5.751807, 2.303654, -4.243624], [-2.769677, 1.566837, -2.365536], [-2.017706, 2.751791, -2.775561], [-2.209086, 0.181346, -2.440721], [-2.916271, 1.817244, -0.781471], [1.854206, -1.684667, 4.871708], [2.989276, -2.960575, 4.656354], [2.457605, -4.270479, 4.596167], [4.342562, -2.722249, 5.050375], [3.100480, -2.576368, 3.087984], [1.678857, -1.980787, 6.347843], [2.728376, -1.630144, 7.306100], [0.831134, -3.113006, 6.636758], [0.628554, -0.783042, 6.541283], [3.227102, 3.768707, 3.062199], [2.486958, 4.653395, 3.990963], [3.262253, 5.516367, 4.935098], [1.152530, 4.330458, 4.436146], [2.109483, 5.654811, 2.784875], [3.040846, 2.385659, 4.056533], [1.887647, 1.507468, 3.870039], [3.516573, 2.556277, 5.408394], [4.156398, 1.444781, 3.377628], [-2.600922, -2.811332, -2.197854], [-3.663418, -3.418686, -3.044037], [-4.125913, -2.503305, -4.082336], [-4.555564, -4.456771, -2.562636], [-2.600583, -4.356077, -3.786933], [-3.717321, -2.291262, -1.032184], [-3.959001, -3.306470, 0.006303], [-4.789696, -1.338221, -1.429371], [-2.708399, -1.361173, -0.169841], [-0.118431, -1.316703, -4.198679], [0.190412, 0.109819, -4.723756], [-1.056291, 0.891879, -4.759159], [1.221379, 0.304945, -5.696705], [0.927098, 0.656004, -3.401676], [-0.777274, -1.750911, -5.729333], [0.116004, -1.789218, -6.823784], [-2.180815, -1.465817, -6.026426], [-0.969880, -3.299993, -5.301642], [0.107697, -3.675392, -0.537091], [1.191151, -3.613432, 0.556830], [2.024968, -4.806728, 0.728592], [0.851491, -2.813008, 1.755980], [2.193669, -2.662614, -0.261040], [-0.798143, -4.920064, 0.209101], [-1.726000, -4.546464, 1.344220], [-0.246470, -6.256886, 0.338668], [-1.853572, -5.121308, -1.011729], [1.437059, -0.024992, 1.109019], [2.891086, 0.536253, 0.293834], [3.354103, 1.833352, 0.773604], [3.200448, 0.180309, -1.077735], [3.763938, -0.532638, 1.098115], [0.643265, 0.389132, -0.126448], [0.295407, -0.655978, -1.116693], [0.602032, 1.811211, -0.513832], [-0.758630, 0.374488, 0.738604], [2.905267, 3.119503, -3.821997], [3.192997, 3.531202, -2.489219], [2.161935, 3.984106, -1.639854], [2.324651, 4.009770, -0.399066], [1.164933, 4.441974, -2.392316], [0.010410, 5.126751, -1.845889], [2.271545, 2.245157, -3.970392], [3.822012, 2.622213, -4.138856], [2.735295, 3.853356, -4.609814], [0.268253, 6.066395, -1.357334], [-0.526020, 4.503567, -1.130357], [-0.568916, 5.406544, -2.725774]], "forces_ev_per_angstrom": [[0.201, -0.390, -0.246], [-0.017, 1.190, -0.690], [-1.507, -1.183, -0.867], [-1.940, -4.520, 1.886], [-0.577, -5.135, 0.959], [1.375, 1.835, 1.705], [2.178, 1.068, -2.991], [-0.637, 1.033, 0.164], [-4.116, 6.013, -1.581], [0.213, -1.268, -2.460], [1.665, 1.169, 3.528], [0.096, -0.020, -0.519], [-5.020, 1.911, -5.825], [-4.305, -0.651, -3.824], [0.242, 2.805, 2.799], [0.098, -1.745, 1.399], [0.606, -0.838, 0.170], [7.508, -2.529, 4.802], [-0.335, -1.799, 0.467], [0.548, 3.111, 0.132], [0.788, -0.051, 0.221], [4.113, -2.869, -1.039], [1.826, -0.016, -5.126], [-0.236, 0.281, 0.881], [-0.986, 0.188, 0.916], [0.014, 0.264, 0.013], [-4.498, 1.712, 8.180], [-0.960, -0.847, -2.197], [1.604, 0.421, -0.343], [0.164, 0.373, 0.045], [2.069, -6.566, -0.155], [-4.460, 10.959, 6.048], [-1.164, -2.739, -2.962], [1.831, -1.297, -0.413], [0.521, 0.898, -0.669], [1.228, -5.943, 1.165], [1.205, 2.398, -0.398], [-0.768, 0.787, -2.154], [-0.164, 1.359, -0.003], [-1.188, 2.732, 5.261], [-3.977, -3.685, -9.200], [0.317, -1.697, 1.954], [0.626, 1.817, 0.478], [0.578, -0.587, -0.685], [-1.262, 3.212, 6.679], [-0.001, 1.533, -3.076], [3.039, -3.222, 0.247], [-0.045, -0.465, -1.368], [-0.243, -1.300, -3.899], [-1.215, 7.177, 2.534], [3.300, -1.421, -1.140], [-0.221, -0.207, 0.148], [-0.001, -0.266, 0.046], [-5.853, -4.101, -0.907], [1.041, 0.102, 0.062], [3.159, 0.600, 1.138], [1.149, 0.233, 0.338], [-1.771, -3.189, 2.073], [5.995, 1.278, 3.515], [-2.065, 2.320, 0.014], [0.171, -1.328, -2.313], [-0.337, 0.225, 0.057], [-7.417, -3.223, 2.339], [4.056, -0.008, -3.712], [0.480, 2.282, -0.828], [1.567, 0.523, 0.579], [5.598, 1.987, -3.047], [3.884, -2.494, 1.643], [-0.178, -0.562, -0.097], [-1.391, 0.990, 1.867], [-0.035, 1.098, -0.141], [-12.174, 0.790, -3.013], [2.171, 2.028, 1.876], [2.035, -2.755, 0.103], [1.373, -0.340, -0.771], [1.139, -1.628, -1.799], [-1.987, 0.766, 2.798], [0.398, 0.101, -2.392], [0.279, 0.973, -2.051], [1.454, -0.637, 1.693], [-0.433, 0.280, 0.259], [-0.923, 0.597, 0.864], [0.544, 0.369, 0.186], [-0.423, 0.597, 0.794], [0.598, -0.095, 0.096], [-0.053, -0.201, -0.435], [-0.160, -0.569, 0.213]], "lowdin_charge": [1.3942, 1.4618, 1.6699, -0.4813, 0.6653, -0.2436, -0.2628, -0.2032, 0.4874, -0.2770, -0.2568, -0.2199, -0.2290, 0.6613, -0.2866, -0.3148, -0.2581, 0.4171, -0.3141, -0.3459, -0.2029, -0.4352, 0.5697, -0.2002, -0.2398, -0.2363, 0.4273, -0.2711, -0.2501, -0.1953, -0.4593, 0.4439, -0.2805, -0.2080, -0.2210, 0.6378, -0.3327, -0.1943, -0.1777, -0.4604, 0.4107, -0.2461, -0.2514, -0.2229, 0.6411, -0.2706, -0.2413, -0.2026, -0.4184, 0.4610, -0.2679, -0.2675, -0.2116, 0.5801, -0.2455, -0.2328, -0.2261, -0.4494, 0.5134, -0.2450, -0.3492, -0.1971, 0.6607, -0.2579, -0.2568, -0.1998, -0.3572, 0.6364, -0.4160, -0.2057, -0.1602, 0.5237, -0.3758, -0.2150, -0.1967, -0.0459, -0.0273, -0.4675, -0.1119, 0.0297, 0.0185, 0.0773, 0.0964, 0.1046, 0.0917, 0.1053, 0.1106]}



[2]
{"formula": "CH13NO4", "method": "wB97M-V/def2-TZVPD", "energy_ev": -10927.358, "de_lowest_kcal_mol": 29.83, "smiles": "CN.O.O.O.O", "spin_multiplicity": 1, "orbital_gap_ev": 9.610, "elements": ["C", "N", "H", "H", "H", "H", "H", "O", "H", "H", "O", "H", "H", "O", "H", "H", "O", "H", "H"], "coordinates": [[2.216661, 1.412459, -1.332040], [0.879663, 1.792981, -1.163985], [2.353890, 0.922463, -2.308335], [2.604764, 0.765163, -0.504449], [2.848531, 2.312821, -1.427545], [0.623868, 2.619069, -0.649061], [0.170499, 1.292031, -1.648909], [-1.053514, -1.470918, -1.796710], [-0.916057, -0.581661, -1.991079], [-1.819242, -1.381387, -1.258407], [0.925882, -1.223120, 0.258044], [0.315029, -1.356459, -0.511234], [1.347635, -0.328446, 0.269323], [-2.277437, 0.992737, 1.038274], [-1.739742, 0.299906, 1.374637], [-3.205933, 0.807738, 1.305682], [-0.395569, -1.239383, 2.795501], [0.128547, -0.888343, 2.098881], [0.235710, -1.983045, 3.029752]], "forces_ev_per_angstrom": [[1.560, 0.129, -0.335], [-1.224, 0.363, 0.386], [-0.008, -0.249, 0.471], [0.174, 0.401, -0.720], [0.024, -0.379, 0.365], [-0.045, -0.320, -0.202], [-0.299, 0.214, -0.004], [0.448, -1.938, 0.057], [0.707, 2.464, -1.027], [-1.272, -0.448, 0.948], [0.254, 0.593, 0.097], [0.719, 0.544, 0.687], [-0.928, -1.151, -0.680], [-1.703, 0.938, -0.593], [0.558, -1.096, 0.739], [1.184, 0.045, -0.149], [0.792, -1.864, 1.549], [0.531, 0.730, -1.556], [-1.473, 1.024, -0.034]], "lowdin_charge": [-0.2231, -0.0640, 0.0859, 0.0622, 0.0797, 0.0780, 0.0421, 0.0085, 0.0004, 0.0463, -0.0924, 0.0200, 0.0238, -0.0578, -0.0209, 0.0604, -0.0812, -0.0438, 0.0759]}



[3]
{"formula": "C8H13AgO5", "method": "wB97M-V/def2-TZVPD", "energy_ev": -22737.439, "de_lowest_kcal_mol": 9.73, "spin_multiplicity": 1, "orbital_gap_ev": 7.683, "elements": ["O", "C", "C", "O", "C", "C", "H", "H", "H", "H", "H", "H", "O", "C", "C", "O", "C", "C", "O", "Ag", "H", "H", "H", "H", "H", "H", "H"], "coordinates": [[-1.870992, -0.255079, 3.471508], [-1.797266, 0.280551, 2.392425], [-2.872968, 0.134552, 1.344892], [-2.371379, 0.582697, 0.101298], [-3.288263, 0.943011, -0.846397], [-2.917743, 1.490523, -2.001184], [-0.954778, 0.956835, 2.129081], [-3.732505, 0.750805, 1.657423], [-3.195651, -0.916509, 1.291583], [-3.683750, 1.736733, -2.734912], [-4.329416, 0.740867, -0.581867], [-1.864911, 1.672276, -2.234733], [0.368486, -1.935020, 0.587136], [1.502797, -2.100652, 1.090030], [2.501875, -0.996240, 1.039301], [2.051394, 0.071543, 0.360106], [2.852058, 0.688611, -0.663120], [2.518066, 0.031607, -2.005329], [1.166505, -0.013214, -2.221958], [-0.193709, -0.329586, -0.762813], [1.629015, -2.740591, 1.991830], [2.991233, -0.779548, 2.002454], [3.919171, 0.634585, -0.398898], [2.522478, 1.736367, -0.665883], [2.997894, -0.977374, -2.010703], [3.079579, 0.619543, -2.768911], [2.972778, -2.027291, 0.437642]], "forces_ev_per_angstrom": [[0.063, 0.244, -0.619], [0.067, -0.073, 0.642], [-0.378, -0.186, -0.022], [0.421, -0.071, 0.123], [-0.272, 0.297, -0.657], [-0.123, -0.211, 0.300], [-0.098, -0.161, -0.051], [0.187, -0.136, -0.026], [0.075, 0.227, 0.034], [0.277, -0.040, 0.227], [0.269, 0.062, -0.070], [-0.347, -0.085, 0.045], [2.152, -2.528, 0.938], [-3.760, 3.598, 2.714], [-0.219, -3.211, -0.961], [0.476, 0.228, 0.269], [0.155, 0.261, -0.263], [-0.007, 0.019, 0.229], [1.160, 0.458, -1.528], [-1.297, 0.643, 0.016], [0.303, -0.797, -1.086], [0.347, -0.568, -0.530], [-0.195, -0.031, -0.030], [0.104, -0.269, -0.030], [-0.118, 0.090, 0.012], [-0.250, -0.147, 0.101], [1.009, 2.387, 0.223]], "lowdin_charge": [0.0647, -0.2268, -0.1561, -0.1941, -0.2288, 0.0367, 0.1350, 0.1422, 0.1472, 0.0612, 0.1206, 0.0636, -0.0940, -0.2398, -0.2177, -0.1799, -0.1757, -0.4182, -0.4095, 0.8017, 0.1459, 0.1485, 0.1229, 0.1235, 0.1010, 0.1099, 0.2159]}